DFT (wB97M-V/def2-TZVPD) results for C6H8O2 in the gas phase in a non-equilibrium geometry.

The geometry in XYZ format:
```
16
Properties=species:S:1:pos:R:3:forces:R:3:mulliken_charge:R:1
C -1.3627 0.5670 1.0651 1.8 -1.9 1.8 -1.06
C -0.9102 0.2621 -0.3660 0.0 1.2 0.4 0.85
C 0.2782 1.1312 -0.9583 -2.2 3.5 1.2 -0.62
O 1.5140 0.5866 -0.4525 -1.3 0.3 -0.5 -0.37
C 1.4543 -0.5347 0.3512 5.5 3.6 -0.6 -0.08
C 0.6386 -1.4829 0.1967 -1.4 -4.5 3.9 -0.96
C -0.2647 -0.9494 -0.6953 -1.5 -2.1 -3.6 0.06
O -1.6242 -0.8935 -1.0770 1.3 1.5 0.6 -0.51
H -2.2871 1.2093 1.1856 1.2 -0.9 -0.1 0.28
H -1.3028 -0.4353 1.8064 -1.0 2.3 -2.3 0.27
H -0.4250 1.0223 1.5198 -1.3 0.3 -0.4 0.33
H 0.1254 1.0654 -2.0974 1.0 0.8 1.7 0.34
H 0.3495 2.2284 -0.3415 -0.8 -2.4 -2.6 0.29
H 2.4739 -0.5656 0.5851 1.2 -0.8 1.8 0.48
H 0.8232 -2.3600 0.7735 -0.5 -0.8 -0.1 0.41
H 0.5195 -0.8510 -1.4955 -2.0 0.0 -1.1 0.30
```
Positions in Å, forces in eV/Å.

## Properties
* HOMO level: -8.960 eV
* SMILES: C[C@]12COC=C[C@H]1O2
* Kohn-Sham gap: 0.362 Ha
* spin multiplicity: 1
* DFT total energy: -10439.4438 eV
* energy relative to the best compared isomer or geometry (same formula, charge and spin): 167.94 kcal/mol